63
Properties=species:S:1:pos:R:3:forces:R:3 method="wB97M-V/def2-TZVPD" homo_lumo_gap_ev="7.779 / 5.175" total_charge=+1 lumo_ha="-0.1049 / -0.2002" homo_energy_ev="-10.63 / -10.62" multiplicity=3 total_energy_ev=-62281.8428 de_lowest_kj_mol=4.1
Au 0.406809 0.077394 0.440401 0.2 -0.2 0.1
C 0.485832 3.150220 1.119843 0.0 0.0 0.0
N 0.308562 2.310772 -0.088255 0.0 0.0 0.0
C -1.048695 2.455171 -0.666264 0.0 0.0 0.0
C -2.092537 1.686924 0.130897 0.0 0.0 0.0
N -1.862341 0.216751 0.122067 -0.1 0.1 0.0
C -2.153505 -0.375489 -1.193716 0.0 0.0 0.0
C -2.592652 -0.405469 1.216334 0.1 0.0 0.1
C -3.839106 -0.983091 1.028589 0.0 0.0 0.0
C -4.523297 -1.534843 2.102031 0.0 0.0 0.0
C -3.959098 -1.504742 3.367440 0.0 0.0 0.0
C -2.706882 -0.941673 3.556020 0.0 0.0 0.0
C -2.009184 -0.386873 2.485700 0.0 0.0 0.0
S -0.415888 0.312636 2.772378 0.0 0.0 0.0
C 1.375969 2.624973 -1.034047 0.0 0.0 0.0
C 1.337223 3.822707 -1.734297 0.0 0.0 0.0
C 2.378170 4.177139 -2.576353 0.0 0.0 0.0
C 3.476354 3.337576 -2.700211 0.0 0.0 0.0
C 3.521866 2.146905 -1.997867 0.0 0.0 0.0
C 2.465964 1.767059 -1.169008 0.0 0.0 0.0
S 2.560825 0.180580 -0.397031 -0.1 0.1 0.0
H 0.416926 4.205393 0.845291 0.0 0.0 0.0
H 1.469698 2.953338 1.540716 0.0 0.0 0.0
H -0.264669 2.907228 1.865798 0.0 0.0 0.0
H -1.007329 2.109816 -1.698472 0.0 0.0 0.0
H -1.343205 3.508601 -0.684391 0.0 0.0 0.0
H -3.087999 1.902691 -0.271167 0.0 0.0 0.0
H -2.080657 2.004051 1.172555 0.0 0.0 0.0
H -3.160094 -0.124099 -1.538188 0.0 0.0 0.0
H -2.052868 -1.456602 -1.125839 0.0 0.0 0.0
H -1.441215 -0.005437 -1.928903 0.0 0.0 0.0
H -4.290651 -1.013341 0.046654 0.0 0.0 0.0
H -5.492637 -1.986706 1.943970 0.0 0.0 0.0
H -4.486313 -1.932063 4.209612 0.0 0.0 0.0
H -2.251377 -0.935072 4.538153 0.0 0.0 0.0
H 0.494178 4.492604 -1.618605 0.0 0.0 0.0
H 2.334876 5.109370 -3.122053 0.0 0.0 0.0
H 4.299866 3.610389 -3.345808 0.0 0.0 0.0
H 4.374019 1.486774 -2.095132 0.0 0.0 0.0
N -0.047980 -7.278941 1.345334 0.0 0.0 0.0
C -0.079682 -8.559455 0.837386 0.0 0.0 -0.1
C -0.216376 -9.807724 1.440027 0.0 0.0 0.0
C -0.207335 -10.898341 0.597850 0.0 0.0 0.0
C -0.067499 -10.758057 -0.796094 0.0 0.0 0.0
C 0.068175 -9.521888 -1.384988 0.0 0.0 0.0
C 0.062984 -8.402127 -0.548953 0.0 0.0 0.1
N 0.187030 -7.064124 -0.863182 0.0 0.1 0.0
C 0.117316 -6.435196 0.277409 0.0 -0.1 0.0
C 0.202931 -4.980106 0.392636 0.0 0.1 0.0
C -0.007021 -4.293652 1.585119 0.0 0.0 0.0
C 0.084887 -2.915565 1.601234 0.0 0.0 0.0
N 0.367709 -2.209325 0.506377 0.0 0.1 0.0
C 0.587226 -2.861649 -0.644657 0.0 0.0 0.0
C 0.510589 -4.231168 -0.743331 0.0 0.0 0.0
H -0.077759 -7.028899 2.317137 0.0 0.0 0.0
H -0.323877 -9.921756 2.510421 0.0 0.0 0.0
H -0.310052 -11.890113 1.017143 0.0 0.0 0.0
H -0.066150 -11.646892 -1.412196 0.0 0.0 0.0
H 0.177878 -9.407728 -2.454616 0.0 0.0 0.0
H -0.252044 -4.802736 2.506911 0.0 0.0 0.0
H -0.064373 -2.354591 2.514152 0.0 0.0 0.0
H 0.841416 -2.250070 -1.501175 0.0 0.0 0.0
H 0.689369 -4.734357 -1.682585 0.0 0.0 0.0